Entry 1:
Density functional theory data (the ωB97M-V functional and the def2-TZVPD basis) for C16H14BrIrO7Se2 as an isolated structure in a non-equilibrium geometry.

Cartesian coordinates (Å):
H1 3.231 -3.372 2.533
Se1 1.480 1.309 -0.094
C1 0.232 2.633 0.603
H2 -2.731 2.580 -1.063
C2 -0.007 3.907 -1.575
C3 -0.634 -3.242 -1.287
O1 -2.037 -5.222 -1.138
H3 -1.405 1.817 -1.912
H4 -0.603 -0.256 2.682
H5 -2.871 4.485 -1.020
C4 -0.748 3.223 -0.401
C5 -1.729 2.158 -0.935
H6 0.973 2.370 -2.207
H7 0.828 3.430 1.056
O2 0.411 3.055 -2.622
C6 1.874 -2.265 3.773
H8 0.402 -1.083 4.790
Se2 -2.068 0.544 0.143
C7 -0.197 -5.070 -2.720
C8 0.477 -2.889 -2.074
H9 0.854 4.442 -1.146
H10 -2.047 3.830 1.193
O3 1.809 -4.064 -3.711
O4 -0.297 -6.115 -3.319
C9 0.744 -1.326 1.402
O5 -1.125 -2.413 -0.449
Br1 2.668 -2.886 5.404
Ir1 0.035 -0.672 -0.292
C10 0.860 -3.986 -2.954
H11 -0.660 4.651 -2.034
H12 2.209 -2.568 0.435
C11 0.798 -1.397 3.832
H13 -0.803 5.027 0.785
H14 -0.327 2.120 1.385
C12 0.242 -0.931 2.647
O6 1.007 -1.717 -1.993
C13 1.815 -2.222 1.385
C14 -1.512 4.310 0.366
C15 2.391 -2.690 2.563
C16 -1.110 -4.592 -1.614
O7 -2.429 5.089 -0.414

Cartesian forces (eV/Å) of the 6 atoms listed first:
H 0.0 0.0 0.0
Se 0.0 -0.3 -0.3
C 0.1 0.0 0.2
H 0.0 0.0 -0.1
C 0.0 0.0 0.0
C -0.1 0.0 -0.1

Output
**Energy**: -8626.0771 hartree
**Net charge**: -2



Entry 2:
Density functional theory data (the ωB97M-V functional and the def2-TZVPD basis) for one molecule with the formula C21H21ClN2O4 in a non-equilibrium geometry.

Cartesian coordinates (Å):
H1 -0.024 2.551 -1.156
C1 0.346 -2.708 0.205
H2 2.313 2.620 -1.438
C2 -1.100 2.689 0.647
C3 2.070 0.453 -1.299
C4 -3.168 -0.075 -0.854
H3 4.215 -2.068 -1.454
N1 0.082 2.486 -0.156
O1 5.175 -0.232 0.187
C5 -4.594 -1.618 -1.568
H4 -1.088 0.385 -0.887
H5 2.340 -0.737 2.081
H6 0.391 -3.458 -0.571
H7 -1.792 -2.760 0.318
C6 3.207 -1.785 -1.136
O2 -5.346 -0.662 -0.856
C7 -2.066 0.684 -0.550
C8 2.857 -2.565 0.144
O3 1.466 2.064 1.571
C9 -0.885 -2.321 0.702
C10 -3.538 2.158 0.669
C11 3.732 1.726 -0.041
C12 -4.444 0.266 -0.407
C13 -2.264 1.823 0.234
H8 4.469 2.388 -0.493
H9 -3.668 3.039 1.278
H10 -4.687 -2.601 -1.077
H11 -0.808 2.455 1.677
H12 3.681 1.949 1.028
C14 4.155 0.280 -0.215
H13 3.639 -2.367 0.878
C15 2.345 1.840 -0.674
C16 1.274 2.142 0.379
Cl1 -2.481 -0.890 2.345
H14 0.167 -0.033 2.966
C17 1.439 -1.188 1.693
O4 -3.236 -1.228 -1.591
C18 -4.653 1.386 0.360
C19 1.523 -2.154 0.697
C20 0.215 -0.787 2.197
H15 2.499 -2.016 -1.935
C21 -0.943 -1.363 1.701
H16 -1.399 3.744 0.611
H17 -5.637 1.647 0.709
H18 2.859 -3.630 -0.092
H19 -4.973 -1.693 -2.599
H20 1.140 0.013 -0.919
N2 3.193 -0.360 -0.916
H21 2.003 0.509 -2.394

Cartesian forces (eV/Å) of the 6 atoms listed first:
H 0.2 0.0 0.0
C 0.0 0.1 0.1
H 0.0 -0.1 0.0
C 0.0 0.1 0.3
C -0.3 0.0 -0.3
C -0.5 0.4 0.2

Output
**Energy**: -1683.5485 hartree
**SMILES**: O=C(NCc1ccc2c(c1)OCO2)[C@H]1CC(=O)N(CCc2ccc(Cl)cc2)C1



Entry 3:
Density functional theory data (the ωB97M-V functional and the def2-TZVPD basis) for one molecule with the formula C4H5N3 in a non-equilibrium geometry.

Cartesian coordinates (Å):
C1 1.639 -0.621 0.234
N1 2.180 -1.220 1.063
C2 0.954 0.197 -0.794
H1 -1.682 1.613 0.827
N2 0.119 1.244 -0.243
H2 -1.515 -2.247 0.774
H3 0.333 -0.460 -1.408
C3 -1.083 0.836 0.362
H4 0.634 1.907 0.324
N3 -1.483 -0.362 0.323
C4 -1.805 -1.527 -0.013
H5 1.708 0.640 -1.449

Cartesian forces (eV/Å) of the 6 atoms listed first:
C 0.5 -0.5 0.7
N -0.5 0.6 -0.8
C 0.0 0.0 -0.2
H 0.1 -0.1 0.0
N 0.0 0.0 0.1
H -0.1 0.1 0.0

Output
**Energy**: -319.5761 hartree



Entry 4:
Density functional theory data (the ωB97M-V functional and the def2-TZVPD basis) for a 6-piece molecular cluster, C60H40Cl4O8 overall in a non-equilibrium geometry.

Cartesian coordinates (Å):
C1 6.229 -2.564 3.222
H1 5.078 4.434 -6.844
C2 -1.800 5.702 4.711
H2 -3.192 -2.057 -1.816
C3 1.077 -4.978 0.659
C4 -1.907 -2.167 2.178
H3 1.539 7.045 -4.587
C5 4.830 2.292 -2.190
Cl1 -0.318 5.071 5.510
C6 4.224 4.892 -6.364
C7 2.783 3.437 3.857
H4 -3.426 -6.152 -0.567
C8 -0.730 -0.073 2.493
C9 -3.252 -4.058 -1.112
O1 2.191 -0.603 4.560
C10 0.199 -0.739 3.331
H5 3.431 2.715 0.841
C11 3.997 4.718 -5.004
H6 5.379 1.550 -2.754
C12 3.545 4.325 -2.166
C13 2.427 6.513 -6.441
H7 -5.004 -2.461 -3.471
C14 1.947 4.040 2.957
C15 4.392 3.448 -2.830
C16 2.301 6.441 -5.062
C17 -1.365 6.573 3.546
C18 -3.749 -5.358 -1.220
H8 -2.765 -2.613 1.689
H9 -2.165 6.364 5.496
C19 2.546 -2.632 0.962
C20 -6.840 -8.492 -3.499
H10 -8.979 -7.940 -6.054
H11 4.844 1.220 -0.300
Cl2 -2.810 7.408 2.915
H12 -8.177 -5.624 -5.655
O2 2.811 -0.316 0.798
C21 6.285 -0.164 3.082
H13 -1.023 5.957 2.717
C22 4.558 2.107 -0.851
H14 3.289 1.566 4.771
C23 2.606 2.071 4.105
C24 4.255 -3.837 2.371
C25 4.979 -2.556 2.596
O3 2.425 6.419 -2.246
H15 -2.417 -0.318 1.232
C26 0.727 -3.825 -0.025
C27 3.097 4.011 -0.881
H16 -0.616 7.272 3.898
C28 4.835 3.758 -4.207
H17 -6.465 -9.314 -2.904
C29 -6.728 -6.190 -4.184
H18 3.590 3.930 4.381
C30 -1.798 -0.792 1.985
C31 2.239 -4.969 1.427
H19 2.500 4.736 -0.338
C32 -0.541 1.343 2.054
H20 0.505 -5.895 0.655
O4 -6.439 -3.961 -4.926
C33 -6.244 -7.238 -3.394
H21 2.020 5.099 2.726
H22 2.591 -5.904 1.841
H23 -3.639 2.825 2.068
C34 -4.214 3.571 1.519
H24 -1.163 -3.863 3.244
C35 1.382 -0.040 3.845
C36 3.013 5.546 -2.843
H25 4.554 0.800 2.242
C37 -5.219 4.335 2.370
C38 3.113 5.596 -4.323
O5 -1.341 1.945 1.386
C39 3.199 -1.351 1.303
C40 6.849 -1.372 3.504
C41 -4.698 -3.273 -2.820
C42 -6.139 -4.828 -4.141
C43 0.883 3.391 2.330
H26 -2.524 4.918 4.524
Cl3 -2.969 4.619 0.809
C44 0.685 2.032 2.598
H27 0.228 3.865 1.612
H28 6.801 0.772 3.244
Cl4 -6.384 5.154 1.279
C45 -1.047 -2.806 3.051
C46 -8.249 -7.723 -5.285
O6 5.759 3.183 -4.735
C47 5.042 -0.140 2.455
H29 -0.115 -3.883 -0.706
C48 -4.706 -5.583 -2.202
C49 3.675 2.978 -0.180
H30 3.504 5.836 -8.146
C50 -7.828 -8.751 -4.443
O7 4.645 -4.863 2.877
H31 1.787 7.137 -7.049
C51 1.543 1.396 3.502
C52 3.012 -3.803 1.544
H32 -5.805 3.659 2.984
H33 -4.687 3.035 0.700
C53 3.404 5.752 -7.069
C54 -7.735 -6.460 -5.130
H34 6.641 -3.539 3.445
H35 -2.549 -3.872 -0.306
C55 -5.179 -4.548 -3.029
O8 -4.769 -7.881 -1.679
C56 -3.714 -3.001 -1.883
H36 1.040 -1.710 -0.260
C57 0.037 -2.077 3.571
C58 -5.205 -6.974 -2.355
C59 1.426 -2.639 0.135
H37 7.843 -1.367 3.932
H38 -4.696 5.071 2.975
C60 4.404 -1.349 2.172
H39 0.780 -2.620 4.140
H40 -8.197 -9.767 -4.449

Cartesian forces (eV/Å) of the 6 atoms listed first:
C -0.9 -0.4 -0.1
H -0.2 -0.4 0.0
C 0.6 1.1 1.0
H -0.4 0.3 0.0
C 1.0 0.1 0.6
C -0.8 0.8 0.5

Output
**Energy**: -4753.1881 hartree
**SMILES**: O=C1c2ccccc2C(=O)c2ccccc21.O=C1c2ccccc2C(=O)c2ccccc21.O=C1c2ccccc2C(=O)c2ccccc21.O=C1c2ccccc2C(=O)c2ccccc21.ClCCCl.ClCCCl



Entry 5:
Density functional theory data (the ωB97M-V functional and the def2-TZVPD basis) for a 3-piece molecular cluster, C16H39INO14P3 overall in a non-equilibrium geometry.

Cartesian coordinates (Å):
O1 1.146 -2.839 8.139
P1 -2.037 2.935 -6.803
P2 2.232 -2.832 7.087
H1 0.699 -4.767 -0.993
H2 -3.823 4.417 -5.234
H3 -1.747 -4.477 -0.962
H4 2.808 0.803 5.705
C1 -1.961 4.420 -9.158
H5 -3.635 5.967 -6.031
O2 3.078 -4.289 7.157
H6 -0.793 0.634 -8.182
H7 -0.805 6.182 -9.602
C2 1.803 0.936 6.183
H8 1.333 1.907 -6.385
H9 -1.250 -0.838 3.420
H10 -1.388 0.074 -3.106
C3 2.728 -5.046 8.309
H11 0.847 0.029 -7.899
H12 -1.138 0.699 -0.665
C4 -1.198 -4.636 -0.031
O3 -0.378 2.947 -6.729
C5 -0.828 -1.735 3.878
H13 1.495 2.005 6.325
C6 0.234 0.932 -7.949
C7 0.242 -4.192 -0.182
H14 -0.133 1.101 -5.823
C8 -1.597 -0.244 -0.979
H15 1.205 -1.585 3.110
H16 -1.721 -4.075 0.743
H17 -2.124 4.180 -10.214
O4 0.360 -0.251 1.379
H18 -0.532 -1.499 4.901
P3 0.212 -1.490 0.493
H19 -2.764 6.050 -3.676
H20 0.717 -0.437 7.527
O5 -0.056 -2.543 1.747
O6 -2.297 4.566 -6.653
H21 2.806 -0.852 9.182
C9 -0.698 5.249 -9.044
O7 1.634 -2.674 5.514
C10 1.637 0.203 7.592
H22 2.193 -2.016 5.050
C11 -3.080 5.125 -5.604
H23 1.043 0.481 5.474
H24 0.841 -4.402 0.705
O8 3.194 -4.414 9.546
N1 2.179 -4.681 10.462
C12 2.925 -0.549 8.101
C13 -1.094 -0.658 -2.350
H25 -0.461 5.495 -8.009
H26 3.260 -6.041 8.234
H27 -2.850 4.965 -8.838
H28 -1.540 4.839 -4.103
C14 -2.177 5.633 -4.497
H29 -1.243 -5.697 0.226
O9 -1.353 -1.253 -0.003
C15 0.350 -2.264 3.082
O10 1.812 -3.692 10.976
I1 4.585 0.904 8.133
H30 0.157 4.698 -9.441
H31 1.629 -5.299 8.371
O11 0.332 -2.822 -0.563
H32 -1.490 -1.635 -2.630
H33 0.685 -3.207 3.519
H34 0.585 1.553 -8.775
H35 -0.002 -0.737 -2.357
H36 1.410 0.997 8.369
H37 -1.628 -2.479 3.908
O12 -1.836 3.174 -8.478
O13 -2.225 2.655 -5.310
C16 0.293 1.695 -6.638
O14 3.378 -1.619 7.248
H38 -1.510 6.409 -4.880
H39 -2.677 -0.089 -1.017

Cartesian forces (eV/Å) of the 6 atoms listed first:
O 2.0 0.2 -2.3
P 5.3 7.4 1.9
P -1.4 -0.3 0.9
H 0.0 0.3 -0.1
H 0.2 -0.1 0.0
H 0.1 -0.1 0.0

Output
**Energy**: -3062.8134 hartree
**SMILES**: CC[C@H](I)O[P@@](=O)(O)OCON=O.CCOP(=O)(OCC)OCC.CCOP(=O)(OCC)OCC



Entry 6:
Density functional theory data (the ωB97M-V functional and the def2-TZVPD basis) for C24H56N7O8Pt as an isolated structure in a non-equilibrium geometry.

Cartesian coordinates (Å):
H1 -5.083 -17.881 -6.654
H2 -8.303 -9.354 -8.878
H3 -6.919 -8.262 -9.230
C1 -4.747 -10.684 -15.772
H4 -7.686 -6.789 -6.072
H5 -4.651 -8.470 -17.164
H6 -6.434 -10.177 -10.935
H7 -8.891 -11.750 -13.615
H8 -5.759 -15.693 -8.772
C2 -3.644 -11.895 -7.583
O1 -5.908 -10.139 -15.856
O2 -5.325 -18.012 -14.973
C3 -4.809 -12.533 -11.448
H9 -7.988 -14.946 -16.085
H10 -11.206 -12.648 -15.561
H11 -8.625 -10.117 -14.214
H12 -8.370 -10.003 -16.439
H13 -3.037 -11.078 -7.973
N1 -5.626 -7.050 -13.576
O3 -3.417 -6.912 -13.044
C4 -3.758 -9.076 -17.315
H14 -4.500 -15.558 -5.111
H15 -4.309 -11.596 -6.772
H16 -3.640 -17.002 -6.776
C5 -6.415 -16.682 -17.180
H17 -4.702 -13.552 -11.075
H18 -6.482 -14.232 -16.160
H19 -10.003 -13.162 -16.752
H20 -7.662 -6.533 -13.347
H21 -4.453 -17.237 -8.269
H22 -7.360 -8.214 -13.425
H23 -6.035 -14.579 -5.266
C6 -2.685 -13.788 -6.285
C7 -6.945 -7.289 -13.026
H24 -2.909 -8.411 -17.154
Pt1 -7.997 -12.704 -8.227
H25 -6.085 -17.720 -17.225
H26 -4.329 -11.880 -10.719
H27 -4.910 -7.471 -11.770
C8 -6.793 -7.276 -6.463
C9 -4.638 -17.056 -7.210
C10 -7.751 -8.471 -8.558
H28 -9.729 -13.535 -15.069
O4 -6.946 -10.806 -7.034
H29 -3.819 -9.452 -18.336
H30 -6.088 -9.456 -5.775
O5 -6.932 -12.608 -10.187
C11 -5.539 -15.533 -5.441
C12 -8.951 -10.896 -16.718
C13 -6.560 -10.879 -11.759
H31 -2.252 -11.404 -17.729
O6 -2.094 -14.894 -6.168
H32 -5.636 -5.870 -15.260
O7 -6.333 -13.993 -7.738
H33 -6.721 -12.797 -12.285
C14 -4.604 -7.112 -12.765
C15 -1.981 -13.414 -8.618
H34 -6.994 -7.383 -11.941
C16 -6.677 -9.680 -6.677
C17 -5.927 -15.159 -7.823
N2 -9.334 -11.573 -15.618
C18 -5.805 -16.949 -14.780
C19 -2.440 -11.060 -16.712
N3 -6.356 -16.253 -15.763
C20 -6.335 -12.288 -11.402
N4 -3.666 -10.273 -16.475
C21 -9.296 -10.975 -14.267
H35 -1.552 -10.545 -16.345
H36 -6.077 -7.349 -5.644
H37 -2.559 -11.993 -16.162
N5 -5.368 -15.796 -6.824
H38 -1.370 -14.305 -8.469
H39 -3.358 -13.379 -5.516
H40 -7.031 -14.652 -14.510
H41 -6.007 -10.337 -12.525
C22 -5.445 -6.920 -15.035
H42 -6.394 -6.409 -6.987
H43 -10.370 -10.792 -14.287
H44 -4.407 -12.390 -12.451
C23 -7.035 -14.953 -15.558
H45 -8.363 -7.570 -8.618
H46 -5.973 -16.445 -13.816
N6 -7.118 -8.565 -7.200
H47 -6.124 -7.579 -15.575
H48 -4.612 -11.635 -15.235
C24 -10.139 -12.780 -15.740
H49 -6.053 -16.344 -4.925
O8 -9.236 -11.209 -17.881
H50 -7.433 -16.555 -17.548
H51 -5.688 -16.128 -17.774
H52 -7.645 -10.869 -11.864
N7 -2.800 -13.167 -7.415
H53 -4.374 -12.163 -8.347
H54 -4.407 -7.157 -15.271
H55 -1.377 -12.516 -8.748
H56 -2.529 -13.453 -9.560

Cartesian forces (eV/Å) of the 6 atoms listed first:
H -0.4 -0.2 -0.6
H 0.2 0.0 0.4
H -0.1 -0.3 -0.4
C -2.8 1.1 -1.6
H -0.4 -0.7 0.3
H 0.0 -0.5 0.4

Output
**Multiplicity**: 3
**Energy**: -2052.0852 hartree
**Expectation value of S²**: 2.016
**Net charge**: +1



Entry 7:
Density functional theory data (the ωB97M-V functional and the def2-TZVPD basis) for one molecule with the formula C7H14N2O in a non-equilibrium geometry.

Cartesian coordinates (Å):
N1 -1.289 -0.254 -0.815
H1 0.299 1.168 2.626
H2 -3.365 -0.683 -0.658
H3 1.557 -0.085 2.670
C1 -1.427 0.980 -1.574
N2 -1.660 -0.173 1.516
C2 -2.422 -1.148 -0.963
H4 -1.435 0.762 -2.648
H5 -2.505 -1.453 -2.012
H6 -2.363 1.488 -1.326
H7 3.317 -0.695 0.853
H8 -2.251 -1.995 -0.305
C3 1.542 -0.160 -0.229
H9 0.108 -0.734 -1.450
C4 3.025 -0.094 -0.008
H10 3.524 -0.475 -0.896
H11 -0.576 1.617 -1.346
C5 1.116 0.713 2.070
O1 1.196 -0.704 -1.394
H12 -1.449 -0.599 2.415
C6 -0.784 -0.095 0.613
H13 3.343 0.934 0.176
H14 1.863 1.494 1.947
C7 0.635 0.192 0.740

Cartesian forces (eV/Å) of the 6 atoms listed first:
N 1.1 0.1 1.0
H -0.1 -0.1 0.0
H 0.0 0.0 0.0
H 0.0 0.0 0.2
C 0.0 0.0 0.0
N -1.1 -1.5 -0.2

Output
**Energy**: -459.8308 hartree
**SMILES**: [H]/N=C(\C(C)=C(\C)O)N(C)C



Entry 8:
Density functional theory data (the ωB97M-V functional and the def2-TZVPD basis) for a 2-piece molecular cluster, C2H8IN2 overall in a non-equilibrium geometry.

Cartesian coordinates (Å):
H1 -4.285 3.336 1.911
H2 -1.037 -0.820 1.276
H3 2.281 -1.296 -0.061
C1 1.611 -0.749 -0.757
N1 -0.340 0.662 -0.712
H4 0.356 -1.715 1.309
H5 1.903 0.215 -1.348
H6 1.403 -1.427 -1.526
N2 -0.165 -1.055 0.738
H7 -0.022 0.823 -1.646
I1 -2.680 3.012 2.003
H8 -1.291 1.022 -0.538
C2 0.354 -0.340 -0.228

Cartesian forces (eV/Å) of the 6 atoms listed first:
H 0.6 -0.2 0.0
H 1.0 0.1 -1.3
H -0.2 1.1 -0.4
C 1.8 2.4 -1.5
N 0.0 0.6 -1.5
H 0.4 0.1 -0.7

Output
**Energy**: -487.9569 hartree
**Net charge**: +1